The following is a quantum chemistry calculation of the molecule C3H8N2O2, from OMol25.

Each line ends with the Löwdin charge.
Geometry (Å):
N (-1.920, 0.388, 0.309)  0.1896
C (-0.883, -0.732, -0.023)  -0.5703
O (-1.099, -1.845, 0.375)  0.0866
N (-0.104, -0.346, -1.131)  0.0404
C (1.306, -0.418, -0.736)  -0.1595
C (1.430, 0.381, 0.602)  -0.2984
O (0.202, 0.344, 1.231)  -0.2489
H (-2.602, 0.008, 0.964)  0.1448
H (-2.386, 0.821, -0.486)  0.1370
H (-1.103, 0.937, 0.824)  0.1258
H (-0.302, 0.616, -1.392)  0.1166
H (1.921, -0.013, -1.545)  0.1118
H (1.562, -1.471, -0.599)  0.1154
H (1.765, 1.412, 0.380)  0.1024
H (2.214, -0.080, 1.225)  0.1068

Forces on the atoms, in the same order (eV/Å):
-0.2 0.0 0.1
-0.2 -0.2 -0.1
0.1 0.5 -0.1
-0.1 0.1 0.1
0.2 -0.1 0.0
0.3 0.0 -0.1
0.0 0.0 0.0
0.1 0.0 -0.1
0.1 -0.1 0.1
0.0 -0.1 0.0
0.0 -0.1 0.1
-0.1 -0.1 0.2
0.0 0.1 0.0
-0.1 -0.1 0.0
-0.1 0.1 -0.1

Output
E_tot	-10314.1980	eV
lowest unoccupied orbital energy	0.4	eV
energy relative to the best compared isomer or geometry (same formula, charge and spin)	2.754	eV
HOMO-LUMO gap	0.34171	Ha
SMILES	[NH3+]C(=O)NCC[O-]

***

The following is a quantum chemistry calculation of a structure of composition C3H8N2O2, from OMol25.

Each line ends with the Löwdin charge.
Geometry (Å):
N (0.234, -0.823, 1.260)  0.1426
C (1.175, 0.033, 0.632)  -0.1869
C (1.871, -0.603, -0.579)  -0.4507
O (3.169, -0.436, -0.438)  -0.1166
C (-2.088, 0.481, -0.672)  -0.4558
N (-2.741, -0.038, 0.485)  0.1221
O (-1.484, 1.530, -0.717)  0.0370
H (-1.643, -0.099, 0.433)  0.0473
H (0.073, 0.411, 0.460)  0.1646
H (1.929, 0.654, 1.136)  0.1419
H (1.457, -0.225, -1.534)  0.1097
H (1.530, -1.652, -0.541)  0.1217
H (-0.006, -0.447, 2.188)  0.0902
H (-3.171, -0.932, 0.253)  0.0885
H (-2.196, -0.090, -1.611)  0.1444

Forces on the atoms, in the same order (eV/Å):
0.8 2.6 -0.3
0.8 -2.6 1.3
0.1 -0.2 -2.5
-0.5 0.2 1.1
-2.9 1.6 -3.3
2.3 1.2 -1.2
0.5 -0.2 0.7
-0.8 -2.5 3.7
-0.2 0.2 -0.6
-0.7 0.4 0.5
-0.1 0.2 0.1
0.0 -0.1 0.1
0.4 -0.3 0.2
0.6 -0.1 0.0
0.0 -0.3 0.1

Output
E_tot	-10307.3840	eV
lowest unoccupied orbital energy	-2.6	eV
energy relative to the best compared isomer or geometry (same formula, charge and spin)	9.568	eV
HOMO-LUMO gap	0.22306	Ha